No. 1
The following is a DFT calculation (the ωB97M-V functional and the def2-TZVPD basis) of a structure of composition C20H34N4O2P2Pt.

<S²> = 2.005
net charge = +2
E = -1953.512609 a.u.
orbital gap (alpha / beta) = 0.27751 / 0.20932 Ha
2S+1 = 3
max |F| = 1.00 eV/A
M = 619.5 g/mol

Last column: natural (NBO) charge in e.
Element x y z (Å)
Pt -0.273 -0.468 -0.375  0.732
C -2.203 1.027 -3.135  -0.965
P -1.426 1.179 -1.519  1.020
C -2.836 1.487 -0.388  -0.145
N -3.602 2.509 -0.679  -0.389
C -4.629 2.788 0.158  0.205
C -5.472 3.888 -0.116  -0.216
C -6.485 4.174 0.746  -0.149
C -6.706 3.387 1.910  -0.154
C -5.913 2.318 2.197  -0.184
C -4.852 1.995 1.318  0.107
N -4.062 0.928 1.583  -0.354
C -3.088 0.668 0.744  -0.159
P -2.109 -0.834 1.093  1.043
C -1.989 -0.912 2.887  -0.965
C -3.109 -2.281 0.510  -0.316
C -4.490 -2.279 1.173  -0.624
C -3.267 -2.199 -1.010  -0.618
C -2.323 -3.541 0.898  -0.623
C -0.343 2.671 -1.487  -0.327
C 0.886 2.351 -2.351  -0.620
C 0.073 2.853 -0.020  -0.617
C -1.052 3.916 -2.018  -0.630
H -2.844 1.900 -3.269  0.279
H -2.808 0.121 -3.176  0.264
H -1.452 0.987 -3.923  0.266
H -5.293 4.481 -1.004  0.244
H -7.136 5.016 0.549  0.244
H -7.519 3.645 2.575  0.244
H -6.068 1.706 3.077  0.243
H -2.997 -0.935 3.296  0.281
H -1.473 -0.024 3.251  0.271
H -1.430 -1.796 3.190  0.263
H -5.076 -1.403 0.899  0.228
H -4.428 -2.327 2.261  0.223
H -5.034 -3.165 0.837  0.241
H -3.823 -1.307 -1.311  0.218
H -3.828 -3.069 -1.356  0.248
H -2.307 -2.201 -1.530  0.194
H -2.310 -3.694 1.978  0.229
H -1.287 -3.508 0.542  0.196
H -2.800 -4.415 0.449  0.246
H 1.402 1.447 -2.014  0.200
H 1.595 3.179 -2.281  0.249
H 0.628 2.231 -3.405  0.225
H 0.489 1.928 0.414  0.193
H -0.762 3.178 0.603  0.229
H 0.860 3.607 0.049  0.253
H -1.285 3.827 -3.081  0.223
H -0.376 4.767 -1.902  0.240
H -1.970 4.133 -1.476  0.240
C 2.889 -2.524 2.848  -0.258
O 2.569 -3.080 1.539  -0.456
C 1.762 -2.396 0.787  0.908
O 1.236 -1.321 1.095  -0.699
N 1.518 -3.015 -0.399  -0.470
N 0.859 -2.282 -1.391  -0.643
H 3.472 -3.289 3.344  0.232
H 1.975 -2.318 3.396  0.203
H 3.471 -1.616 2.723  0.212
H 2.082 -3.812 -0.661  0.429
H 0.230 -2.896 -1.900  0.413
H 1.528 -1.886 -2.049  0.403


No. 2
The following is a DFT calculation (the ωB97M-V functional and the def2-TZVPD basis) of a structure of composition C20H35AlCl2N4O3S.

E = -2788.949953 a.u.
orbital gap = 0.25648 Ha
max |F| = 2.88 eV/A
M = 509.5 g/mol

Last column: natural (NBO) charge in e.
Element x y z (Å)
O 0.868 -0.556 -1.640  -1.003
C 1.476 0.047 -2.737  0.088
C 2.993 -0.222 -2.731  -0.042
C 3.645 -0.694 -1.597  -0.152
H 3.084 -0.881 -0.680  0.247
C 5.035 -0.825 -1.618  -0.231
H 5.535 -1.160 -0.711  0.206
C 5.749 -0.529 -2.781  -0.234
H 6.831 -0.648 -2.804  0.203
C 5.078 -0.089 -3.930  -0.226
H 5.620 0.138 -4.844  0.203
C 3.700 0.063 -3.901  -0.209
H 3.128 0.428 -4.754  0.206
H 1.049 -0.415 -3.661  0.139
C -0.328 1.767 -3.197  -0.653
C 1.090 1.518 -2.790  -0.025
H -0.516 2.792 -3.518  0.217
H -1.007 1.610 -2.352  0.229
H -0.637 1.053 -3.952  0.192
C 1.941 2.470 -2.321  -0.143
C 1.651 3.910 -2.106  -0.648
H 2.933 2.171 -1.992  0.210
H 2.311 4.527 -2.704  0.201
H 1.851 4.198 -1.074  0.230
H 0.630 4.167 -2.351  0.206
Al -0.071 0.240 -0.169  1.727
Cl 1.990 0.328 1.173  -0.707
Cl -0.021 2.554 -0.151  -0.651
C -1.024 1.624 2.229  0.550
O -1.464 0.835 1.344  -0.726
N -1.614 1.849 3.394  -0.408
C -2.941 1.335 3.612  -0.423
C -1.052 2.782 4.371  -0.404
H -0.082 2.201 2.133  0.212
H -3.191 0.629 2.833  0.245
H -3.670 2.144 3.609  0.198
H -2.985 0.847 4.579  0.194
H -0.008 2.959 4.088  0.228
H -1.108 2.339 5.372  0.200
H -1.590 3.740 4.365  0.203
H -5.104 -0.273 -1.856  0.204
H -4.502 -2.665 -2.988  0.204
C -4.245 0.040 -2.454  -0.420
C -3.597 -2.183 -3.357  -0.401
N -3.257 -1.032 -2.546  -0.380
H -3.818 0.948 -2.031  0.253
C -2.084 -1.002 -1.917  0.579
O -1.770 -0.108 -1.067  -0.743
H -2.771 -2.892 -3.317  0.221
H -1.350 -1.791 -2.171  0.197
H -4.629 0.235 -3.456  0.208
H -3.770 -1.887 -4.391  0.207
C -1.439 -4.030 3.957  -0.426
N -0.607 -3.331 2.936  -0.606
C -0.193 -2.058 2.894  0.399
S 0.050 -1.638 1.202  -0.244
N 0.085 -1.473 4.079  -0.613
C 0.735 -2.199 5.251  -0.420
H -1.462 -3.449 4.897  0.214
H -0.947 -5.017 4.086  0.213
H -2.461 -4.215 3.551  0.211
H -0.892 -3.573 1.976  0.425
H 0.472 -0.534 3.988  0.422
H 1.784 -1.864 5.425  0.225
H 0.177 -1.961 6.183  0.205
H 0.718 -3.291 5.091  0.218


No. 3
The following is a DFT calculation (the ωB97M-V functional and the def2-TZVPD basis) of the molecule C20H35Br2NOS.

E = -6459.203565 a.u.
orbital gap = 0.28880 Ha
max |F| = 2.00 eV/A
M = 497.4 g/mol
SMILES = CC(C)=CCC[C@H](C)CC[C@@H]1NC(=O)[C@@H](CCCS)[C@H]1[C@H](Br)[C@@H](C)Br

Last column: natural (NBO) charge in e.
Element x y z (Å)
C -3.332 3.210 0.311  -0.656
C -3.344 1.707 0.205  0.084
C -2.848 0.929 1.386  -0.656
C -3.789 1.081 -0.944  -0.257
C -2.928 0.250 -1.865  -0.434
C -2.160 1.133 -2.846  -0.398
C -1.024 1.984 -2.264  -0.208
C -0.215 2.579 -3.429  -0.599
C -0.104 1.265 -1.261  -0.420
C 0.350 -0.139 -1.697  -0.420
C 0.242 -1.267 -0.635  -0.064
N -0.311 -0.943 0.667  -0.659
C 0.709 -0.590 1.549  0.699
O 0.525 -0.219 2.690  -0.591
C 2.033 -0.775 0.791  -0.342
C 3.291 -1.026 1.605  -0.397
C 3.787 0.153 2.481  -0.413
C 3.136 1.503 2.213  -0.502
S 4.147 2.824 2.996  -0.064
C 1.616 -1.844 -0.244  -0.218
C 1.722 -3.310 0.177  -0.253
Br 1.439 -4.444 -1.381  0.014
C 0.864 -3.736 1.370  -0.235
C -0.595 -4.106 1.054  -0.654
Br 1.706 -5.393 2.079  -0.030
H -3.792 3.565 1.238  0.207
H -3.828 3.609 -0.572  0.223
H -2.281 3.502 0.278  0.224
H -2.810 -0.137 1.180  0.207
H -1.874 1.280 1.750  0.213
H -3.546 1.082 2.213  0.228
H -4.849 1.161 -1.191  0.205
H -3.594 -0.386 -2.458  0.208
H -2.300 -0.438 -1.285  0.195
H -1.743 0.554 -3.674  0.200
H -2.897 1.821 -3.267  0.216
H -1.459 2.838 -1.741  0.201
H 0.593 3.205 -3.058  0.206
H -0.890 3.149 -4.068  0.210
H 0.180 1.754 -4.027  0.195
H 0.797 1.881 -1.192  0.203
H -0.565 1.297 -0.274  0.228
H -0.154 -0.487 -2.595  0.219
H 1.407 -0.077 -1.965  0.205
H -0.251 -2.095 -1.147  0.223
H -1.069 -1.500 1.024  0.414
H 2.207 0.095 0.153  0.243
H 3.167 -1.900 2.245  0.214
H 4.081 -1.258 0.888  0.212
H 4.856 0.286 2.309  0.213
H 3.673 -0.063 3.542  0.219
H 2.145 1.581 2.648  0.235
H 3.083 1.757 1.157  0.201
H 3.682 3.868 2.295  0.123
H 2.323 -1.773 -1.076  0.224
H 2.757 -3.463 0.470  0.243
H 0.930 -3.040 2.199  0.237
H -0.754 -5.174 1.006  0.247
H -1.217 -3.692 1.851  0.218
H -0.923 -3.627 0.134  0.215